{"formula": "C6H11NO", "method": "ωB97M-V/def2-TZVPD", "species": ["C", "C", "C", "N", "C", "C", "C", "O", "H", "H", "H", "H", "H", "H", "H", "H", "H", "H", "H"], "coordinates": [[0.4859, 1.7805, -0.5143], [0.3885, 0.4515, -0.3454], [-0.9345, -0.1748, -0.5979], [-2.0392, 0.3047, -0.1402], [-3.1996, -0.5120, -0.4861], [1.4876, -0.4947, 0.0476], [1.7637, -0.4410, 1.5465], [2.6835, -0.2002, -0.6696], [-0.3756, 2.3760, -0.8062], [1.4158, 2.3125, -0.3531], [-0.9002, -1.1075, -1.1915], [-3.1258, -1.5130, -0.0466], [-4.1015, -0.0394, -0.0856], [-3.3187, -0.5962, -1.5713], [1.2160, -1.5215, -0.2220], [0.8655, -0.6711, 2.1291], [2.1307, 0.5466, 1.8493], [2.5459, -1.1592, 1.8147], [3.0120, 0.6587, -0.3572]], "multiplicity": 1, "e_above_lowest_ev": 2.024, "homo_ha": -0.348, "homo_lumo_gap_ev": 10.220}


{"formula": "C14H24BrClIN3O2", "method": "ωB97M-V/def2-TZVPD", "species": ["C", "O", "C", "N", "C", "C", "I", "N", "Br", "C", "Cl", "H", "H", "H", "H", "H", "H", "C", "C", "C", "C", "C", "C", "N", "O", "C", "C", "C", "H", "H", "H", "H", "H", "H", "H", "H", "H", "H", "H", "H", "H", "H", "H", "H", "H", "H"], "coordinates": [[8.6309, 1.7698, 0.0209], [7.2151, 1.8485, -0.0177], [6.6452, 0.6136, -0.3398], [5.2140, 0.7330, -0.2420], [4.4259, 1.5271, -1.0250], [3.1579, 1.2988, -0.6079], [1.4587, 2.1580, -1.4193], [3.1728, 0.4154, 0.4021], [1.4019, -0.3236, 1.5387], [4.4082, 0.0755, 0.6184], [4.8857, -1.0434, 1.7799], [8.9846, 1.7331, 1.0444], [9.0053, 0.8906, -0.4963], [9.0296, 2.6342, -0.4913], [6.9437, -0.1304, 0.3918], [6.9155, 0.2962, -1.3440], [4.7781, 2.1655, -1.8061], [-1.1734, -0.5657, -0.9383], [-2.1091, -1.0858, 0.1697], [-2.2818, 0.0057, 1.2216], [-3.1186, 1.2174, 0.7906], [-4.1768, 0.8666, -0.2704], [-4.5935, -0.6067, -0.2965], [-3.3885, -1.4355, -0.4881], [-3.6354, -2.6541, -0.5850], [-5.4968, -0.7898, -1.5151], [-5.3874, -0.9628, 0.9587], [-1.4369, -2.2540, 0.8463], [-1.0034, -1.3367, -1.6919], [-0.2101, -0.2784, -0.5230], [-1.5886, 0.3078, -1.4477], [-2.7355, -0.4354, 2.1121], [-1.2839, 0.3358, 1.5380], [-3.5996, 1.6441, 1.6717], [-2.4682, 2.0018, 0.4006], [-5.0593, 1.4911, -0.1318], [-3.7860, 1.1307, -1.2564], [-4.9427, -0.6102, -2.4367], [-6.3246, -0.0826, -1.4729], [-5.9108, -1.7954, -1.5554], [-6.2684, -0.3243, 1.0225], [-4.8120, -0.8278, 1.8734], [-5.7246, -1.9982, 0.9211], [-0.4888, -1.9033, 1.2681], [-1.2170, -3.0628, 0.1521], [-2.0513, -2.6532, 1.6557]], "multiplicity": 1, "homo_ha": -0.191, "homo_lumo_gap_ev": 2.775}


{"formula": "C27H37CdN4O5S2", "method": "ωB97M-V/def2-TZVPD", "species": ["Cd", "C", "O", "C", "C", "O", "C", "C", "O", "C", "H", "H", "H", "H", "H", "H", "H", "H", "H", "H", "H", "H", "H", "H", "C", "C", "N", "N", "C", "O", "C", "C", "C", "C", "C", "C", "C", "C", "C", "C", "C", "N", "H", "H", "H", "H", "H", "H", "H", "H", "H", "H", "H", "H", "S", "C", "N", "C", "C", "C", "C", "H", "H", "H", "H", "H", "C", "S", "C", "O", "H", "H", "H", "H", "H", "H"], "coordinates": [[0.0452, -0.3477, -0.1669], [2.4142, 0.4534, 2.2023], [0.9911, 0.3671, 2.1634], [0.4965, -0.5479, 3.1350], [-0.9937, -0.4022, 3.1478], [-1.5324, -0.6690, 1.8593], [-2.4675, -1.7375, 1.7200], [-1.8836, -2.8089, 0.8478], [-1.6155, -2.2124, -0.4089], [-1.4199, -3.1762, -1.4419], [2.7381, 0.8380, 3.1730], [2.8551, -0.5323, 2.0454], [2.7218, 1.1431, 1.4214], [0.8004, -1.5679, 2.8794], [0.8831, -0.2960, 4.1296], [-1.4313, -1.0536, 3.9063], [-1.2461, 0.6295, 3.4005], [-2.7497, -2.1479, 2.6910], [-3.3568, -1.3331, 1.2348], [-0.9586, -3.2082, 1.2792], [-2.6111, -3.6209, 0.7462], [-2.2592, -3.8751, -1.4633], [-1.3770, -2.6425, -2.3858], [-0.4901, -3.7334, -1.2916], [-2.1175, 1.9391, -3.4363], [-1.4861, 1.4292, -2.1802], [-0.8242, 0.3371, -2.1088], [-0.6579, -0.4360, -3.2121], [0.3601, -1.2728, -3.0501], [1.1233, -1.3342, -2.0323], [0.5923, -2.2265, -4.1738], [-0.0869, -2.0995, -5.3841], [0.1359, -3.0088, -6.4062], [1.0349, -4.0536, -6.2294], [1.7164, -4.1823, -5.0271], [1.4976, -3.2692, -4.0068], [-1.5671, 2.2294, -0.9283], [-2.2685, 3.4268, -0.8922], [-2.2807, 4.1722, 0.2754], [-1.5840, 3.7126, 1.3791], [-0.9073, 2.5123, 1.2652], [-0.9061, 1.7868, 0.1522], [-1.9708, 1.2160, -4.2296], [-3.1881, 2.1006, -3.2928], [-1.6713, 2.8909, -3.7328], [-0.7826, -1.2823, -5.5125], [-0.3924, -2.9020, -7.3451], [1.2093, -4.7617, -7.0298], [2.4211, -4.9927, -4.8878], [2.0279, -3.3579, -3.0678], [-2.7939, 3.7739, -1.7699], [-2.8225, 5.1081, 0.3168], [-1.5522, 4.2712, 2.3040], [-0.3213, 2.1177, 2.0844], [2.3230, 3.1720, 0.4393], [2.2924, 4.0622, 1.8542], [2.6579, 5.3828, 1.8361], [2.6333, 6.2197, 2.9048], [2.2382, 5.7689, 4.1188], [1.8725, 4.4057, 4.2267], [1.9025, 3.5821, 3.1405], [2.9625, 5.7260, 0.9352], [2.9422, 7.2391, 2.7209], [2.2165, 6.4317, 4.9699], [1.5712, 4.0152, 5.1913], [1.6380, 2.5357, 3.2104], [2.5972, -4.3431, 1.1733], [1.8616, -3.3365, -0.1102], [3.3779, -2.6481, -0.7587], [1.1721, -2.2311, 0.6828], [3.1761, -5.1397, 0.7032], [1.7851, -4.7747, 1.7558], [3.2317, -3.7212, 1.8042], [3.9846, -3.4759, -1.1309], [3.8956, -2.1167, 0.0402], [3.1082, -1.9794, -1.5744]], "multiplicity": 1, "e_above_lowest_ev": 1.130, "homo_ha": -0.373, "total_charge": 1, "homo_lumo_gap_ev": 7.802}


{"formula": "C11H14N2O2", "method": "ωB97M-V/def2-TZVPD", "species": ["C", "C", "C", "C", "C", "C", "C", "C", "C", "C", "C", "N", "N", "O", "O", "H", "H", "H", "H", "H", "H", "H", "H", "H", "H", "H", "H", "H", "H"], "coordinates": [[1.7213, 1.8933, 0.4177], [-1.9745, -0.6856, 0.0273], [-1.1073, 1.3926, -0.5698], [-0.4451, 0.5792, 1.6939], [-0.2560, -0.7995, -1.5731], [0.2781, -1.6618, 0.7670], [-1.6071, 0.6959, 0.6507], [-0.7230, -1.5660, -0.3609], [0.1545, 0.6289, -1.1388], [0.7179, -0.2267, 1.1219], [1.2377, 0.6308, -0.0651], [2.1749, 2.9315, 0.7121], [2.8258, -0.1275, -0.6573], [3.4544, -0.5551, 0.2537], [3.0265, -0.0445, -1.8142], [-2.6827, -1.1216, 0.7222], [-2.5073, -0.5769, -0.9098], [-1.6530, 1.4081, -1.5158], [-0.6904, 2.4823, -0.3230], [-0.3147, 1.6607, 1.8727], [-0.8363, 0.0001, 2.6567], [0.5826, -1.4310, -2.1159], [-1.2161, -0.8193, -2.3140], [-0.0508, -2.1337, 1.7125], [1.0693, -2.2416, 0.4418], [-2.4433, 1.1689, 0.9802], [-0.9440, -2.5921, -0.8066], [0.6683, 1.2485, -1.8464], [1.5402, -0.1377, 1.9802]], "multiplicity": 1, "e_above_lowest_ev": 4.151, "homo_ha": -0.369, "homo_lumo_gap_ev": 10.437}